# C29H86N16O11

A cluster of 11 separate species, C29H86N16O11 in total (ωB97M-V with the def2-TZVPD basis set, OMol25).

Atoms and positions in Å:
C 4.3144 2.1913 5.3811
O 3.5474 1.2785 6.0814
C 3.2407 0.1836 5.2873
C 2.7707 -0.9901 6.2279
C 2.5568 -2.4075 5.4915
N 1.5465 -0.6219 6.8551
H 3.6206 2.9638 5.0493
H 4.8989 1.7846 4.5558
H 4.9926 2.6509 6.1001
H 2.3781 0.5320 4.7192
H 4.0788 -0.2124 4.7139
H 3.6099 -1.0509 6.9209
H 2.4319 -3.2410 6.1827
H 3.5470 -2.6643 5.1151
H 1.7802 -2.4162 4.7267
H 1.8389 0.1908 7.3787
H 0.9730 -0.3057 6.0862
C 6.0066 3.8719 -5.5088
O 5.0738 2.9272 -5.1078
C 4.9471 2.3688 -3.7952
C 4.7108 3.5014 -2.7487
C 4.7251 3.0487 -1.3254
N 3.3960 3.9792 -2.9456
H 7.0382 3.5240 -5.5600
H 5.9994 4.7422 -4.8525
H 5.7284 4.3297 -6.4581
H 4.1322 1.6473 -3.7360
H 5.8518 1.7748 -3.6650
H 5.4599 4.2851 -2.8610
H 5.7226 2.7119 -1.0430
H 4.1095 2.1618 -1.1755
H 4.4934 3.7996 -0.5701
H 2.7631 3.1922 -2.9589
H 3.3494 4.2930 -3.9045
C -0.2207 -0.6499 -1.2239
O -1.2677 0.0604 -0.6760
C -1.3561 0.0782 0.7458
C -2.1398 1.2591 1.2631
C -1.5292 2.5782 0.7571
N -2.0990 1.2367 2.7204
H -0.3356 -0.5587 -2.3040
H -0.2937 -1.6907 -0.9086
H 0.7651 -0.2440 -0.9966
H -1.8458 -0.8665 0.9822
H -0.3062 0.0324 1.0352
H -3.1987 1.1694 1.0206
H -2.0989 3.4177 1.1555
H -1.6195 2.5687 -0.3291
H -0.4752 2.7862 0.9415
H -2.5577 0.4354 3.1299
H -2.6690 2.0184 3.0105
C -1.0990 -7.3395 2.0666
O -0.1274 -8.4287 2.2905
C 0.7399 -8.5510 1.1312
C 1.9761 -9.5212 1.4714
C 2.8821 -9.7496 0.2582
N 1.3587 -10.7958 1.8501
H -0.7999 -6.5632 1.3624
H -1.3170 -7.0136 3.0836
H -2.0090 -7.7539 1.6327
H 0.0822 -9.0487 0.4186
H 1.1376 -7.6598 0.6457
H 2.4653 -9.0529 2.3255
H 2.2653 -10.0357 -0.5937
H 3.4354 -10.6388 0.5602
H 3.4948 -8.8726 0.0497
H 1.8634 -10.9740 2.7067
H 0.4675 -10.4465 2.1725
C 1.7776 13.4224 1.8542
O 1.5488 12.1213 1.2832
C 2.6606 11.2775 1.0678
C 2.3046 9.9604 0.3551
C 1.6281 8.9510 1.3435
N 3.5369 9.3451 -0.0331
H 2.2113 14.1638 1.1832
H 2.3356 13.3371 2.7867
H 0.8102 13.7241 2.2557
H 3.4023 11.7945 0.4590
H 3.1465 11.0400 2.0142
H 1.7281 10.0843 -0.5616
H 2.3060 8.3270 1.9259
H 1.1564 8.1484 0.7765
H 1.0487 9.5520 2.0442
H 3.8948 9.9863 -0.7266
H 3.4158 8.4841 -0.5471
C -6.7660 -4.9938 4.2684
O -6.2309 -4.0255 5.1132
C -6.8860 -2.7189 4.9204
C -6.4839 -1.8505 6.2022
C -7.2272 -0.5735 6.3468
N -5.0943 -1.4993 6.2387
H -6.2196 -5.9253 4.4162
H -6.8344 -4.6736 3.2287
H -7.7989 -5.2818 4.4643
H -6.5102 -2.3869 3.9525
H -7.9651 -2.8725 4.9291
H -6.5286 -2.4672 7.0999
H -8.2517 -0.6293 6.7150
H -7.2170 0.0324 5.4408
H -6.8428 0.0617 7.1448
H -4.5530 -2.3190 6.0041
H -4.8263 -1.1805 7.1588
N -6.4519 -3.5822 -3.2033
C -5.4849 -4.4267 -3.4226
N -4.4669 -3.7882 -3.9036
O -5.4706 -5.6135 -3.1684
H -6.4562 -2.7309 -3.7468
H -7.3147 -3.8802 -2.7712
H -3.5726 -4.2226 -4.0816
H -4.6526 -2.8662 -4.2718
N 0.5813 -8.5666 -4.7897
C -0.3990 -7.8491 -4.3006
N -1.3884 -8.5871 -3.9962
O -0.3910 -6.6872 -4.1355
H 1.4761 -8.1015 -4.8461
H 0.4591 -9.5666 -4.8619
H -2.0993 -8.0273 -3.5475
H -1.2146 -9.5807 -4.0469
N 2.8944 -3.5482 -5.9978
C 3.8751 -3.9160 -5.2520
N 3.5495 -4.5271 -4.1726
O 5.0252 -3.5499 -5.4098
H 1.9304 -3.7007 -5.7378
H 3.0686 -3.2146 -6.9351
H 2.5795 -4.7199 -3.9677
H 4.3265 -4.5947 -3.5309
N -4.6399 1.0628 -3.6859
C -5.4772 1.6827 -4.4786
N -4.8831 2.6006 -5.1710
O -6.5637 1.2620 -4.6795
H -3.6684 1.3300 -3.6151
H -5.0747 0.4361 -3.0239
H -3.9097 2.8055 -4.9959
H -5.3673 2.8059 -6.0333
N 1.2330 7.0767 -6.0419
C 0.5691 8.0629 -5.5263
N -0.4424 7.5712 -4.8761
O 0.7150 9.2176 -5.7362
H 0.8317 6.1665 -5.8670
H 1.9326 7.2708 -6.7440
H -1.0392 8.2505 -4.4260
H -0.4972 6.6209 -4.5386

Computed properties:
**Energy relative to the best compared isomer or geometry (same formula, charge and spin)**: 855.9 kJ/mol
**SMILES**: COC[C@H](C)N.COC[C@H](C)N.COC[C@H](C)N.COC[C@H](C)N.COC[C@H](C)N.COC[C@H](C)N.NC(N)=O.NC(N)=O.NC(N)=O.NC(N)=O.NC(N)=O

# C29H86N6O11

A cluster of 11 separate species, C29H86N6O11 in total (ωB97M-V with the def2-TZVPD basis set, OMol25).

Atoms and positions in Å:
C -3.5758 0.6939 -1.1203
O -4.2297 1.9357 -0.9870
C -4.0461 2.8325 -2.1274
C -5.0867 2.4739 -3.1910
C -4.7487 3.2163 -4.4746
N -6.4705 2.6941 -2.7507
H -4.2203 0.0598 -1.7165
H -3.3905 0.2876 -0.1294
H -2.6654 0.7217 -1.7133
H -4.2702 3.8195 -1.8121
H -3.0208 2.6916 -2.5074
H -4.9113 1.4105 -3.4379
H -4.9965 4.2796 -4.4213
H -5.3952 2.7647 -5.2354
H -3.7119 3.1293 -4.8059
H -6.7535 3.6473 -2.9768
H -6.6359 2.4480 -1.7807
C 0.0689 -6.2306 -0.6131
O 1.2845 -5.6328 -1.0507
C 1.1871 -4.5791 -1.9850
C 2.5679 -4.5219 -2.6331
C 3.7501 -4.2283 -1.6733
N 2.5216 -3.5228 -3.6911
H -0.4369 -6.8427 -1.3603
H -0.5405 -5.4527 -0.2445
H 0.3505 -6.8969 0.2120
H 0.3484 -4.7345 -2.7827
H 0.9416 -3.6351 -1.4406
H 2.7648 -5.5565 -3.0486
H 4.0353 -5.0962 -1.0395
H 3.5333 -3.4718 -0.8900
H 4.6014 -3.8882 -2.3087
H 1.6235 -3.4422 -4.1349
H 3.1736 -3.8578 -4.4131
C -2.3204 -3.3489 -0.1748
O -1.0311 -2.8833 0.2357
C -0.7654 -1.5723 -0.1565
C 0.5444 -1.0144 0.4664
C 0.4446 -1.0250 2.0157
N 0.8840 0.2658 -0.0859
H -2.5878 -3.0576 -1.2064
H -3.1085 -2.9609 0.5184
H -2.3113 -4.3916 0.0114
H -0.7140 -1.6165 -1.2235
H -1.5924 -0.8936 0.1677
H 1.2927 -1.7023 0.0757
H 0.3114 -2.0456 2.3830
H -0.3505 -0.4049 2.4173
H 1.3310 -0.6836 2.5197
H 1.6206 0.7221 0.3935
H 0.0802 0.8894 0.2196
C 0.8251 5.4537 5.7712
O -0.1013 4.5034 5.3066
C 0.4217 3.6100 4.3694
C -0.4725 2.3957 4.1291
C -1.7586 2.6443 3.3320
N -0.6418 1.5179 5.3247
H 1.1147 6.1511 4.9210
H 1.6862 4.9455 6.2290
H 0.3156 6.0583 6.5258
H 0.6515 4.0438 3.4064
H 1.3689 3.2195 4.7192
H 0.1881 1.8262 3.4881
H -1.5297 3.3264 2.4923
H -2.6226 3.0177 3.8519
H -2.0762 1.6611 2.8943
H -1.0760 2.0353 6.0873
H 0.2819 1.1346 5.5666
C 0.5773 2.7955 -4.9209
O 0.5020 3.4749 -3.7127
C 0.0126 2.8836 -2.5257
C -0.2856 3.9235 -1.5101
C 1.0939 4.5776 -1.1737
N -0.8986 3.2659 -0.3300
H -0.4044 2.3783 -5.2625
H 1.3388 2.0016 -4.9197
H 0.9812 3.4566 -5.6323
H -0.9426 2.2955 -2.7174
H 0.7807 2.1793 -2.1940
H -0.9334 4.7115 -1.8986
H 1.0536 5.3451 -0.3834
H 1.5531 4.9852 -2.0804
H 1.7710 3.7993 -0.7937
H -1.7904 2.9661 -0.5459
H -0.9077 3.9370 0.4099
C 4.6727 -0.9524 0.5164
O 3.7855 -0.4545 -0.4493
C 4.2710 -0.6573 -1.7480
C 3.3677 0.0453 -2.7649
C 3.3815 1.5484 -2.5515
N 1.9982 -0.5163 -2.7339
H 5.0895 -1.9387 0.2731
H 4.2003 -0.8478 1.5027
H 5.5012 -0.2800 0.6611
H 5.3172 -0.3049 -1.7516
H 4.3009 -1.7302 -2.0136
H 3.8367 -0.1597 -3.7730
H 4.3259 2.0896 -2.4667
H 2.9990 1.7083 -1.5357
H 2.7647 1.9229 -3.3550
H 2.0248 -1.5016 -2.5304
H 1.3288 -0.1087 -2.1021
C -1.3135 -1.4215 -5.0874
O -0.4424 -1.5589 -3.9520
H -0.6912 -1.2794 -6.0251
H -1.7707 -2.3861 -5.1739
H -1.9724 -0.5693 -4.9480
H 0.3223 -1.0166 -4.0390
C 2.8419 -0.7079 4.9494
O 2.2714 0.5588 5.0559
H 3.5322 -1.0286 5.7447
H 2.0103 -1.4169 4.9244
H 3.4564 -0.8397 4.0312
H 2.8546 1.2890 4.9046
C -0.6541 -2.5453 6.4805
O -0.5253 -2.0835 5.1568
H -0.0166 -3.4232 6.5756
H -0.2774 -1.7700 7.2150
H -1.7305 -2.8012 6.6813
H -0.8908 -1.2241 5.0401
C 3.1957 -3.9687 1.8188
O 2.3665 -5.1328 1.5365
H 3.3619 -3.9342 2.8974
H 4.1461 -4.1214 1.3821
H 2.7852 -3.0615 1.4253
H 2.1225 -5.1552 0.6032
C -5.7029 0.2516 1.9951
O -5.6343 1.6651 1.7620
H -4.7878 -0.2281 1.7555
H -5.7854 0.0819 3.0823
H -6.5860 -0.2262 1.5701
H -5.1015 1.8773 0.9441

Computed properties:
**Energy relative to the best compared isomer or geometry (same formula, charge and spin)**: 167.3 kJ/mol
**SMILES**: COC[C@H](C)N.COC[C@H](C)N.COC[C@H](C)N.COC[C@H](C)N.COC[C@H](C)N.COC[C@H](C)N.CO.CO.CO.CO.CO

# C29H89B5NO11Pb

A structure of composition C29H89B5NO11Pb (ωB97M-V with the def2-TZVPD basis set, OMol25).

Atoms and positions in Å:
Pb -1.4242 0.2508 0.5723
B 1.0970 0.6584 -0.1162
H 0.5392 1.4972 0.2704
H 1.0617 -0.1046 0.6459
H 0.5345 0.3245 -0.9743
H 2.0920 0.9882 -0.3722
B -1.9039 -1.1193 -1.5148
H -2.1398 -1.7965 -2.3209
H -2.0938 -0.1079 -1.8392
H -2.5322 -1.3345 -0.6644
H -0.8814 -1.2791 -1.2093
B 0.2573 -2.9499 -3.0210
H 0.1867 -2.3405 -3.9087
H 0.9273 -3.7733 -3.2140
H 0.6894 -2.3344 -2.2473
H -0.7273 -3.2430 -2.6911
B -0.6549 -0.1584 -4.6850
H -0.7689 0.9132 -4.6310
H 0.3356 -0.3353 -5.0748
H -0.6901 -0.5416 -3.6770
H -1.4169 -0.5763 -5.3244
B -3.6782 -0.9581 -4.2294
H -3.9631 -1.7946 -3.6102
H -4.5356 -0.3356 -4.4336
H -2.9339 -0.3752 -3.7095
H -3.2665 -1.3675 -5.1389
C 3.1131 -2.9743 0.0628
O 3.8072 -4.0331 0.7908
C 5.0606 -4.5541 0.3036
C 4.8380 -5.3492 -0.9690
O 4.5849 -4.4828 -2.0844
C 3.8552 -5.0500 -3.1928
H 3.7459 -2.1173 -0.1682
H 2.2947 -2.5774 0.6635
H 2.6944 -3.3713 -0.8619
H 5.6747 -5.0736 1.0391
H 5.6325 -3.6613 0.0510
H 3.9205 -5.9270 -0.8582
H 5.6536 -6.0393 -1.1855
H 3.7010 -4.3740 -4.0338
H 2.8761 -5.2843 -2.7749
H 4.3232 -5.9722 -3.5372
C -0.8670 2.6219 -2.1331
O -1.4125 2.3978 -0.9065
C -2.5687 3.1631 -0.5788
C -3.8233 2.3887 -0.8515
O -3.8406 1.1648 -0.0639
C -4.9334 0.3599 -0.3838
H 0.0486 2.0438 -2.2585
H -0.6525 3.6628 -2.3752
H -1.4402 2.0878 -2.8909
H -2.5050 4.0529 -1.2052
H -2.5761 3.6333 0.4046
H -3.9305 2.1067 -1.8990
H -4.7286 2.8970 -0.5199
H -5.8910 0.7408 -0.0290
H -4.8250 -0.6072 0.1071
H -4.9458 0.2499 -1.4682
C -0.9205 -3.1938 1.3440
O -0.9802 -1.9257 2.0595
C -0.1159 -1.8100 3.2177
C -0.3027 -0.5049 4.0248
O 0.1401 0.5921 3.2284
C 1.5806 0.8419 3.1866
H 0.0977 -3.1890 0.9549
H -1.6571 -3.1885 0.5406
H -1.2729 -4.0077 1.9775
H 0.9552 -1.8636 3.0228
H -0.2769 -2.6459 3.8985
H 0.0914 -0.6060 5.0360
H -1.3115 -0.1549 4.2437
H 2.2180 0.7618 4.0671
H 1.6526 1.8433 2.7622
H 2.0460 0.1090 2.5275
C -3.9972 -1.1098 2.6347
O -3.2084 0.0220 2.4941
C -3.7447 1.2084 3.0755
C -2.5912 2.2433 3.3419
O -1.8017 2.4498 2.1943
C -0.9864 3.5792 2.3756
H -3.8714 -1.2709 3.7054
H -3.7357 -2.0365 2.1240
H -5.0135 -0.8702 2.3219
H -4.2624 0.9637 4.0029
H -4.5109 1.6052 2.4095
H -2.0306 1.8785 4.2026
H -3.0618 3.1597 3.6981
H -1.6737 4.4158 2.5017
H -0.2640 3.8411 1.6026
H -0.3556 3.5689 3.2645
C -2.1706 -8.3864 1.8857
O -3.5608 -8.3223 1.9678
C -4.0609 -7.0040 1.9751
C -4.0541 -6.4052 0.5769
O -4.2748 -4.9667 0.6729
C -4.2804 -4.3192 -0.6223
H -1.8270 -9.3837 1.6107
H -1.7141 -8.0951 2.8316
H -1.6528 -7.7725 1.1488
H -3.5091 -6.3445 2.6449
H -5.0620 -7.0563 2.4030
H -4.7874 -6.8910 -0.0669
H -3.0711 -6.4347 0.1068
H -3.2935 -4.4602 -1.0631
H -4.5054 -3.2528 -0.6082
H -4.9441 -4.8436 -1.3098
C 3.1334 5.8600 -2.1896
C 3.6583 4.7333 -1.3424
C 5.2101 4.9776 -1.1996
C 5.5480 6.1038 -0.2148
C 4.8132 5.8573 1.1523
C 3.2792 5.6071 1.0596
N 2.9913 4.6139 0.0157
O 1.7202 4.0983 0.0018
C 2.8977 5.0726 2.4413
C 2.5306 7.0158 0.8523
C 3.4689 3.4163 -2.1352
H 3.4889 6.8443 -1.8848
H 3.3801 5.6640 -3.2331
H 2.0485 5.8192 -2.0933
H 5.7207 4.0617 -0.9022
H 5.5335 5.1972 -2.2171
H 6.6364 6.1092 -0.1552
H 5.1706 7.0403 -0.6255
H 4.9958 6.6755 1.8490
H 5.2943 4.9662 1.5555
H 3.1409 5.7947 3.2207
H 3.3363 4.0888 2.6084
H 1.8105 5.0260 2.3787
H 1.4535 6.9356 0.7059
H 2.9984 7.6119 0.0688
H 2.6535 7.6596 1.7233
H 3.8807 2.5820 -1.5674
H 2.4016 3.2171 -2.2325
H 3.8779 3.4747 -3.1438
H 1.8662 3.1783 0.2336

Computed properties:
**Charge**: -3

| no. | E_HOMO (eV) | orbital gap (eV) | E_tot (Eh) |
| --- | --- | --- | --- |
| 1 | -9.10 | 8.8 | -2860.07684 |
| 2 | -8.56 | 9.0 | -2312.43206 |
| 3 | 2.91 | 2.0 | -2356.70125 |